A molecular structure, C22H44O44S11, computed with ωB97M-V/def2-TZVPD.

The calculation puts the orbital gap at 9.85 eV. The max |F| is 4.784 eV Å⁻¹. The LUMO energy is -0.3 eV. For the energy above the lowest of the compared OMol25 structures with the same formula, charge and spin, the calculation gives 188.4 kcal/mol.

The geometry in ORCA input format:
```
! RIJCOSX wB97M-V def2-TZVPD def2/J DEFGRID3
* xyz 0 1
C 0.31852 -0.21551 -0.80762
C 1.08705 0.25589 0.40418
O 0.42434 1.40936 0.81607
S -1.15895 1.41778 0.48689
O -1.47553 2.57111 -0.33630
O -2.06778 1.08973 1.61947
O -0.97664 0.04517 -0.55942
H 0.50871 -1.26783 -1.01867
H 0.66665 0.33529 -1.68142
H 2.05619 0.63108 0.07540
H 1.16846 -0.46762 1.21536
C 1.61282 -1.16326 6.27434
C 2.16679 0.20024 6.68535
O 1.68029 1.08412 5.71730
S 1.22550 0.39033 4.25522
O 2.40162 0.17663 3.40298
O -0.00497 0.96229 3.65948
O 0.89024 -1.06888 5.07722
H 0.93151 -1.55948 7.02728
H 2.47807 -1.82042 6.18722
H 3.24890 0.17884 6.55620
H 1.92200 0.53842 7.69223
C -0.90788 -3.78009 -4.86984
C 0.22126 -2.99839 -4.21546
O -0.45538 -2.48906 -3.06442
S -1.91876 -1.93912 -3.57941
O -1.77109 -0.79218 -4.55444
O -2.98204 -1.91584 -2.56619
O -2.19619 -3.24388 -4.50591
H -0.91152 -4.84589 -4.64145
H -0.83343 -3.45953 -5.90897
H 0.57465 -2.20898 -4.87883
H 1.12029 -3.56247 -3.96717
C -2.91250 0.01422 5.27101
C -3.35049 -1.48711 5.29490
O -4.44926 -1.65382 6.09230
S -5.12217 -0.21345 6.60286
O -4.96840 -0.05882 8.04003
O -6.45850 -0.01870 6.05575
O -4.01315 0.74983 5.81727
H -2.72293 0.25983 4.22610
H -2.02917 0.04121 5.90906
H -2.50762 -1.94483 5.81275
H -3.51449 -2.07081 4.38909
C -2.18334 -5.18557 -0.57380
C -1.61139 -6.02992 0.49162
O -0.71023 -5.19513 1.21127
S -1.33292 -3.66768 1.33315
O -0.29377 -2.61570 1.27032
O -2.38307 -3.53860 2.35745
O -2.02410 -3.84204 -0.18555
H -3.24759 -5.40264 -0.66515
H -1.84004 -5.41023 -1.58364
H -1.14010 -6.87770 -0.00563
H -2.40797 -6.47362 1.08885
C 4.68881 -3.56311 -0.06348
C 3.19652 -3.72516 0.20251
O 2.74279 -4.06742 -1.06963
S 3.39821 -3.08164 -2.22051
O 2.80717 -1.75171 -2.07504
O 3.42828 -3.73907 -3.51241
O 4.87935 -3.11329 -1.41280
H 5.24441 -4.49232 0.06288
H 5.37137 -2.96944 0.54461
H 2.68554 -2.85432 0.61316
H 3.04975 -4.63069 0.79121
C 2.05445 2.45893 -7.14038
C 1.47000 1.16232 -7.82876
O 1.90993 0.04333 -7.04053
S 2.70517 0.47540 -5.61942
O 3.97227 -0.28301 -5.47264
O 1.77788 0.44042 -4.45064
O 2.94464 2.11105 -6.07539
H 1.30367 3.14293 -6.74469
H 2.61852 3.08019 -7.83605
H 1.81805 1.18133 -8.86152
H 0.39650 1.03984 -7.97262
C 7.55665 1.64321 0.46180
C 7.16575 2.57282 1.65395
O 5.78401 2.35147 1.86116
S 5.17791 1.30238 0.74212
O 4.77892 2.07205 -0.41022
O 4.27319 0.37830 1.40741
O 6.64067 0.57371 0.54241
H 8.59730 1.34855 0.32640
H 7.50396 2.12333 -0.51534
H 7.40010 3.60261 1.38427
H 7.80555 2.33008 2.50238
C -5.33272 1.37844 2.66761
C -6.30562 2.15970 3.66407
O -7.15906 2.78038 2.74169
S -7.29759 2.10193 1.25246
O -7.29108 3.17235 0.24161
O -8.34818 1.19127 1.17843
O -5.88762 1.37280 1.36754
H -5.10586 0.38570 3.05632
H -4.34171 1.82358 2.57902
H -5.61085 2.93199 3.99416
H -6.74895 1.68882 4.54148
C -4.18465 0.81322 -2.40833
C -3.28987 1.54476 -3.42469
O -3.83035 2.85683 -3.80933
S -5.03275 3.15580 -2.74940
O -6.28571 3.73622 -3.29889
O -4.35163 3.79047 -1.59019
O -5.33250 1.52468 -2.46570
H -3.68019 0.72092 -1.44651
H -4.46308 -0.17436 -2.77610
H -3.29285 0.93893 -4.33082
H -2.32749 1.77321 -2.96674
C 2.30887 3.59586 -1.27360
C 1.88371 4.28123 -0.01330
O 2.52746 5.56794 0.04991
S 4.04595 5.44890 -0.67495
O 5.06784 5.00220 0.27130
O 4.39426 6.73421 -1.34682
O 3.42557 4.27666 -1.67846
H 1.62386 3.70336 -2.11461
H 2.41284 2.52953 -1.07306
H 2.03221 3.70661 0.90095
H 0.81037 4.45654 -0.08621
*
```